Here is a structure of composition C28H27MgN3SSi from the OMol25 dataset. Energies are from ωB97M-V/def2-TZVPD.

The geometry in XYZ format:
```
61
Properties=species:S:1:pos:R:3:forces:R:3
S -1.818 -3.808 0.703 0.028 0.959 0.023
Si 0.038 -0.707 -2.943 -1.469 0.439 -1.238
Mg -1.060 0.600 2.106 0.581 0.199 0.422
N -0.345 -2.228 5.027 0.008 -1.040 0.422
N -1.432 -1.376 1.556 -0.274 -1.474 -1.290
N -0.427 -0.277 3.950 -0.100 0.073 -0.602
C 0.139 -1.264 5.913 -0.425 -0.292 0.242
C 2.917 -2.121 -5.566 -0.038 -0.217 -0.126
C 0.505 1.118 5.858 0.233 -0.130 0.259
C 1.723 -1.990 -4.835 0.682 0.170 -0.085
C 1.673 -0.926 -1.308 1.884 0.151 1.820
C 1.429 -0.778 -4.200 0.108 -0.253 -0.181
C 0.349 2.433 2.370 0.026 0.432 -0.294
C -1.750 -2.073 0.456 0.260 0.344 2.117
C -1.181 0.492 -3.598 -0.926 -0.494 -0.710
C 0.399 2.162 0.971 -0.638 0.360 0.295
C -0.999 0.862 -4.947 -0.386 0.574 -0.130
C -1.747 2.842 1.494 0.061 -0.088 -0.029
C 0.731 -0.159 7.943 0.030 0.019 -0.420
C -3.026 2.170 -4.910 -0.148 -0.104 -0.075
C 3.479 0.176 -5.110 -0.328 0.064 0.048
C -2.318 0.961 -2.910 -0.125 0.454 -0.802
C 3.812 -1.054 -5.679 -0.258 -0.163 0.008
C -0.981 2.816 2.697 0.409 0.444 -0.441
C -1.420 -3.569 2.384 -0.039 -0.922 0.315
C -1.923 1.667 -5.607 0.134 0.099 0.327
C -0.688 -1.609 3.864 -0.407 -0.051 -1.763
C 2.279 0.333 -4.402 0.413 -0.633 0.012
C -0.903 2.418 0.428 0.390 -0.088 0.105
C -3.225 1.809 -3.572 0.093 -0.125 0.244
C 0.374 -1.340 7.271 0.291 0.280 0.309
C 0.837 1.046 7.222 -0.101 -0.316 -0.008
C -1.197 -2.231 2.652 0.665 1.944 1.132
C 0.125 -0.056 5.209 -0.563 0.084 -0.178
H -1.775 1.897 -6.664 -0.063 0.037 0.286
H 1.290 1.955 0.388 -0.151 -0.153 0.145
H 3.170 -3.071 -6.047 -0.165 0.315 0.207
H -2.000 -1.592 -0.483 0.110 -0.148 0.120
H 1.029 -0.064 -1.818 0.654 -0.609 0.948
H -1.322 3.155 3.663 -0.020 -0.077 0.035
H 2.324 -0.235 -0.750 0.176 -0.282 -0.104
H -3.744 2.824 -5.424 0.326 -0.344 0.329
H 1.175 1.926 7.769 -0.197 -0.090 -0.305
H -0.467 -1.987 -2.325 0.175 0.509 -0.502
H 1.084 -1.467 -0.556 0.037 0.103 -0.440
H 2.294 -1.570 -1.959 -0.558 0.418 0.354
H 4.171 1.008 -5.220 -0.202 -0.033 0.043
H -2.481 0.669 -1.873 -0.061 0.098 -0.158
H -1.134 2.413 -0.640 -0.060 -0.113 0.480
H 2.032 1.304 -3.964 0.075 -0.294 -0.065
H 1.206 2.476 3.044 -0.393 -0.350 -0.222
H 0.918 -0.162 9.024 -0.034 -0.066 -0.574
H -1.344 -4.341 3.145 -0.111 -0.080 -0.644
H 4.759 -1.173 -6.225 -0.536 0.039 0.300
H 1.036 -2.839 -4.717 0.414 0.291 -0.103
H -2.737 3.297 1.395 0.317 -0.549 0.038
H -0.113 0.527 -5.481 -0.332 -0.049 0.005
H -0.420 -3.229 5.205 0.047 0.749 -0.088
H 0.261 -2.287 7.788 0.069 0.082 0.085
H 0.535 2.038 5.287 -0.001 0.065 0.258
H -4.112 2.186 -3.048 0.415 -0.171 -0.155
```
Forces are in eV/Å.

Computed properties:
**Calculated total energy**: -58099.2323 eV
**Largest force on an atom**: 2.62 eV/A
**HOMO level (spin up / spin down)**: -5.2 / -4.7 eV
**Kohn-Sham gap (spin up / spin down)**: 5.67 / 4.96 eV
**Total charge**: 0
**LUMO energy (spin up / spin down)**: 0.0165 / 0.0111 Ha

---

Here is a structure of composition C21H28F3N3O2 from the OMol25 dataset. Energies are from ωB97M-V/def2-TZVPD.

The geometry in XYZ format:
```
57
Properties=species:S:1:pos:R:3:forces:R:3
F 7.476 0.828 -1.290 -2.261 -0.775 1.501
F 8.145 -1.121 -0.688 -2.601 0.322 0.708
F 8.082 0.449 0.727 -3.011 -0.279 0.348
O -1.893 2.160 0.864 0.956 0.874 0.098
O 0.071 -1.658 0.941 5.574 -7.505 -2.020
N -0.646 1.995 -1.064 3.448 -0.276 7.154
N -1.834 -0.549 0.934 -1.620 -5.340 -3.112
N 1.470 1.095 0.650 4.405 2.267 -4.293
C 3.793 -0.005 0.885 -10.944 1.222 1.069
C 3.399 -1.247 0.333 -12.894 8.329 8.331
C 0.405 1.701 1.239 -4.189 -7.207 -4.683
C -4.048 -1.799 0.642 -1.698 -4.965 -2.662
C -0.766 2.026 0.410 -2.389 0.739 -5.222
C -5.103 -0.595 0.729 -0.275 -6.678 3.400
C -0.167 0.547 1.897 1.160 -4.960 9.333
C -2.734 -1.063 -1.323 5.339 8.740 2.534
C -2.655 -1.714 -0.099 -5.390 10.171 6.496
C 4.906 0.463 0.761 11.166 -3.309 -4.750
C 5.386 -1.936 -0.401 2.544 7.392 0.179
C 2.641 1.185 1.437 4.334 -4.384 2.818
C 3.995 -2.044 -0.298 9.230 -14.485 -6.745
C 7.200 -0.085 -0.222 6.853 -0.732 -3.084
C -3.729 0.056 -1.470 1.489 2.849 -6.622
C -5.901 -0.093 -0.363 5.873 -13.714 -5.956
C 0.610 1.737 -1.659 1.537 -4.023 -0.325
C 1.798 1.854 -0.599 -6.471 3.392 0.795
C 5.803 -0.588 -0.019 0.020 -0.089 1.615
C -5.149 -0.252 -1.815 2.227 -3.326 6.400
C -0.531 -0.758 1.247 -7.316 9.086 0.566
H -6.288 0.647 -0.106 -5.972 12.108 2.917
H 2.615 0.635 2.458 -1.162 1.474 -1.244
H -0.880 0.781 2.764 0.429 -0.121 -1.794
H 1.823 3.023 -0.455 0.230 -1.810 0.464
H -3.550 0.977 -0.998 0.051 0.788 1.689
H -5.650 -1.098 1.697 0.511 2.105 -2.322
H 0.602 0.563 -2.023 0.268 2.776 0.414
H 0.644 -0.207 2.761 -1.161 2.991 -2.142
H -3.035 -1.694 -1.909 -2.406 -6.913 -7.572
H -3.411 0.621 -2.689 -0.151 -1.732 2.962
H -1.457 2.192 -1.488 -3.245 0.712 -2.206
H -2.418 0.176 1.199 -0.465 1.722 0.808
H 5.497 1.275 0.907 0.514 2.905 1.046
H -4.554 -2.616 -0.198 0.810 1.506 2.456
H 3.280 2.141 1.660 -1.582 -1.177 -1.029
H -2.137 -2.401 0.217 5.485 -7.912 1.636
H 0.743 2.402 -2.496 0.480 0.043 -0.411
H 6.137 -2.419 -0.976 0.111 -1.189 -0.208
H -5.077 -1.322 -2.170 -1.259 1.252 0.126
H 0.557 2.335 1.872 2.025 7.790 6.918
H -1.661 -0.544 -1.534 -2.343 -1.790 -0.092
H -4.399 -0.011 1.053 2.955 4.860 2.491
H -5.674 0.426 -2.282 -2.027 3.136 -3.792
H 2.283 -1.531 0.540 1.823 0.895 -0.214
H 2.694 1.576 -0.863 4.565 -1.648 -2.314
H -6.584 -0.870 -0.537 -2.074 -0.693 0.198
H -3.984 -2.425 1.686 0.019 1.772 -2.682
H 3.860 -3.222 -0.477 -1.525 2.813 0.026
```
Forces are in eV/Å.

Computed properties:
**Calculated total energy**: -38930.2855 eV
**Largest force on an atom**: 18.45 eV/A
**HOMO level**: -9.2 eV
**Kohn-Sham gap**: 9.41 eV
**Total charge**: 0
**LUMO energy**: 0.0080 Ha

---

Here is a structure of composition C19H19AsN5ReS5Se2 from the OMol25 dataset. Energies are from ωB97M-V/def2-TZVPD.

The geometry in XYZ format:
```
52
Properties=species:S:1:pos:R:3:forces:R:3
Re 0.014 0.024 0.259 0.070 -0.189 0.048
Se -0.670 0.167 3.768 0.012 0.004 -0.034
Se 1.083 1.688 3.697 -0.007 -0.015 0.001
As -1.273 -0.767 -3.205 0.203 -0.012 0.108
S -2.261 0.033 -4.751 -0.082 -0.026 0.016
S -1.862 0.046 -1.252 -0.019 0.026 -0.078
S 3.156 1.225 -1.444 0.052 0.031 0.048
S 1.116 0.812 -1.583 -0.107 0.015 0.051
S 0.207 -2.195 -3.232 -0.125 0.005 -0.011
N -0.090 -1.632 0.578 0.023 0.142 0.004
N 4.869 0.797 -3.452 0.004 0.010 0.021
N 1.929 0.041 1.508 -0.001 0.021 -0.033
N 2.996 -0.293 -3.724 -0.083 -0.066 -0.024
N -1.289 1.420 1.323 0.084 0.075 -0.077
C 4.078 -1.046 1.460 0.006 -0.003 -0.006
C -3.367 2.969 2.331 0.008 -0.001 -0.004
C -0.159 -2.980 0.830 -0.028 -0.061 -0.014
C 3.574 0.499 3.189 -0.029 0.006 0.004
C 3.673 0.526 -2.954 -0.067 0.020 0.024
C -0.990 -3.434 1.862 0.030 0.021 -0.066
C 3.744 -0.619 -4.950 0.010 -0.006 -0.031
C 5.101 0.082 -4.719 0.000 0.000 -0.021
C -2.848 3.224 1.075 0.000 -0.014 0.004
C 0.517 -5.221 0.332 0.038 -0.007 -0.027
C -1.055 -4.788 2.121 -0.010 -0.010 0.009
C -1.716 1.260 2.591 -0.002 -0.045 0.023
C -1.831 2.423 0.599 -0.024 0.019 -0.016
C 2.302 0.644 2.649 -0.029 -0.026 0.012
C -2.775 1.981 3.106 0.014 -0.005 -0.014
C -0.304 -5.678 1.358 -0.010 0.015 0.010
C 0.598 -3.870 0.060 -0.017 0.051 0.022
C 2.817 -0.816 0.959 0.014 0.007 -0.003
C 4.485 -0.345 2.583 -0.003 -0.001 -0.001
H 5.473 -0.481 3.003 0.000 -0.001 -0.001
H 5.341 0.789 -5.509 0.002 -0.006 -0.001
H 5.502 1.474 -3.059 -0.008 -0.004 0.011
H 1.205 -3.486 -0.747 -0.005 -0.025 -0.006
H -3.093 1.798 4.123 -0.003 0.006 0.000
H 2.489 -1.332 0.067 -0.002 0.007 -0.002
H 4.723 -1.760 0.969 0.002 0.006 0.000
H -1.693 -5.156 2.912 0.001 0.000 -0.003
H -3.234 4.015 0.448 0.001 0.000 -0.001
H -1.569 -2.723 2.434 -0.013 0.015 0.009
H -0.365 -6.738 1.562 0.001 0.000 -0.001
H 2.061 -0.655 -3.530 0.102 0.032 0.046
H -4.191 3.551 2.722 0.001 -0.002 -0.002
H 3.816 1.011 4.110 0.002 -0.003 0.002
H -1.442 2.568 -0.398 0.001 -0.006 -0.007
H 5.923 -0.621 -4.609 -0.009 -0.002 0.005
H 3.214 -0.232 -5.818 0.001 -0.001 0.003
H 3.843 -1.697 -5.050 0.005 0.004 -0.001
H 1.086 -5.925 -0.260 -0.001 -0.001 0.005
```
Forces are in eV/Å.

Computed properties:
**Calculated total energy**: -275287.2847 eV
**Largest force on an atom**: 0.23 eV/A
**HOMO level**: -13.7 eV
**Kohn-Sham gap**: 6.91 eV
**Total charge**: +2
**LUMO energy**: -0.2493 Ha

---

Here is a cluster of 6 separate species, C21H34O9 in total from the OMol25 dataset. Energies are from ωB97M-V/def2-TZVPD.

The geometry in XYZ format:
```
64
Properties=species:S:1:pos:R:3:forces:R:3
O -35.750 20.740 22.730 -1.829 -0.874 -1.284
O -40.598 19.209 24.888 3.847 0.488 -1.059
O -43.664 14.650 23.435 3.658 -0.516 -0.234
O -46.214 13.431 20.273 3.010 3.428 -0.268
O -41.773 16.207 18.987 -0.030 -2.114 -0.583
O -38.540 13.817 22.481 5.157 -0.188 0.428
O -38.674 20.267 26.501 -1.295 -0.566 -0.655
O -38.675 14.182 17.693 -2.064 -0.539 0.552
O -37.536 19.340 20.970 -10.925 -3.205 4.771
C -39.417 19.427 24.444 -4.735 -0.703 0.050
C -39.780 13.713 17.989 0.719 -0.332 -1.082
C -41.421 17.303 19.257 0.424 1.817 -0.646
C -36.879 20.359 23.097 2.942 1.229 2.446
C -41.885 13.026 23.505 -2.043 3.026 -1.042
C -45.560 15.721 20.867 1.799 -1.125 1.686
C -36.813 14.764 21.156 0.774 2.021 -0.032
C -42.334 18.271 19.997 2.080 -2.595 2.544
C -39.107 19.063 23.095 9.658 5.113 -1.815
C -42.421 14.458 23.292 -4.126 0.283 -0.520
C -40.845 13.443 16.913 2.105 2.236 -0.453
C -38.433 20.141 25.188 7.899 3.074 0.451
C -36.225 13.240 23.219 -2.319 7.878 5.341
C -37.843 19.597 22.306 -4.786 -2.779 1.330
C -44.090 14.151 19.549 1.567 -3.738 2.023
C -41.544 15.603 22.772 1.046 -3.678 1.040
C -37.258 13.917 22.345 -5.014 0.703 -1.171
C -45.327 14.354 20.209 -4.698 -1.648 2.015
C -40.109 13.198 19.342 0.129 0.144 3.705
C -39.929 17.858 18.972 -3.885 -1.882 -1.550
C -37.095 20.596 24.537 -7.456 -2.716 1.137
H -40.600 15.549 23.326 0.631 -0.390 -1.395
H -39.972 18.476 18.061 0.549 -0.354 0.522
H -41.069 12.782 22.958 2.220 -0.584 -3.013
H -39.713 18.314 19.839 0.962 2.745 2.645
H -44.079 13.128 19.181 0.128 -0.863 0.941
H -43.217 14.348 20.160 0.006 0.075 0.269
H -39.325 13.531 20.109 -0.340 -0.970 -1.335
H -43.876 14.479 18.649 0.426 3.409 -4.287
H -41.813 16.536 22.964 -2.418 3.939 2.112
H -37.469 15.716 20.822 1.104 -2.527 1.166
H -42.707 19.063 19.484 0.220 3.101 -1.392
H -40.957 13.784 19.927 0.783 -1.641 -1.935
H -44.726 16.090 21.605 -1.312 -1.314 -1.181
H -43.190 17.986 20.570 -0.902 -1.713 -0.386
H -41.637 18.310 20.854 -0.162 2.024 -0.045
H -46.488 15.656 21.417 -0.310 0.561 -0.247
H -39.765 18.570 22.610 -4.409 -3.419 -3.381
H -39.310 17.004 19.039 0.826 -1.045 -1.147
H -40.195 12.013 19.344 -0.203 2.649 0.056
H -41.052 14.388 16.425 0.143 0.426 -0.127
H -38.038 20.630 27.121 0.637 0.253 -0.718
H -36.710 13.105 24.249 0.702 -0.479 -1.622
H -36.353 21.136 25.055 0.578 0.435 0.600
H -41.778 13.079 17.134 -2.018 -1.130 1.472
H -36.723 14.112 20.279 -0.055 0.104 0.067
H -41.352 13.032 24.358 1.097 -0.017 4.013
H -45.442 16.406 20.070 -0.709 1.136 -0.914
H -35.740 12.505 22.870 2.882 -6.141 -2.857
H -35.782 15.157 21.393 -0.930 -0.328 -0.497
H -36.761 19.609 20.812 9.897 3.622 -1.880
H -35.284 13.958 23.484 -2.360 -1.018 -0.836
H -40.444 12.841 16.141 0.737 -0.778 -0.750
H -41.671 15.727 21.715 1.144 -1.174 -1.157
H -42.639 12.303 23.464 -1.150 -0.836 0.115
```
Forces are in eV/Å.

Computed properties:
**Calculated total energy**: -40744.8237 eV
**SMILES**: O=C1C=C(O)C(=O)C=C1O.CC(C)=O.CC(C)=O.CC(C)=O.CC(C)=O.CC(C)=O
**Largest force on an atom**: 12.34 eV/A
**HOMO level**: -9.2 eV
**Kohn-Sham gap**: 6.47 eV
**Total charge**: 0
**LUMO energy**: -0.0999 Ha

---

Here is the molecule C6H10O2 from the OMol25 dataset. Energies are from ωB97M-V/def2-TZVPD.

The geometry in XYZ format:
```
18
Properties=species:S:1:pos:R:3:forces:R:3
O -1.625 0.837 -1.541 0.249 0.552 -0.536
O -1.458 -1.383 -1.997 0.455 -0.276 0.181
C 0.810 -0.661 0.210 1.371 1.643 0.510
C 1.313 0.488 1.121 -1.085 -0.327 0.011
C -1.233 -0.249 -1.255 -1.242 -1.886 0.530
C 1.648 0.062 2.500 0.679 0.121 1.977
C -0.705 -0.670 0.123 -1.627 -0.547 -0.597
C 1.221 1.733 0.673 0.394 0.039 -1.284
H -1.410 -0.072 0.729 1.475 0.486 0.547
H 1.243 -0.470 -0.782 -0.229 -0.238 0.114
H 1.066 1.851 -0.396 -0.385 -0.117 -0.073
H 1.390 -0.946 2.799 -0.414 -0.416 -0.571
H -2.085 -1.339 -2.731 0.197 0.852 -0.010
H -1.087 -1.665 0.369 0.181 -0.161 -0.611
H 1.241 -1.596 0.573 -0.359 -0.031 -0.108
H 1.284 0.641 3.361 -0.350 0.463 -0.624
H 1.357 2.710 1.104 0.279 -0.232 0.962
H 2.717 0.081 2.703 0.412 0.075 -0.417
```
Forces are in eV/Å.

Computed properties:
**Calculated total energy**: -10478.0422 eV
**SMILES**: C=C(C)CCC(=O)O
**Largest force on an atom**: 2.32 eV/A
**HOMO level**: -9.3 eV
**Kohn-Sham gap**: 10.01 eV
**Total charge**: 0
**LUMO energy**: 0.0261 Ha

---

Here is a cluster of 12 separate species, H26NO11 in total from the OMol25 dataset. Energies are from ωB97M-V/def2-TZVPD.

The geometry in XYZ format:
```
38
Properties=species:S:1:pos:R:3:forces:R:3
O 1.908 2.352 -1.538 1.282 -1.422 1.504
O 2.744 -1.371 0.438 -0.951 6.002 5.696
O -2.486 1.772 2.397 -1.184 2.468 -1.408
O 0.605 -2.995 1.521 -1.483 -2.603 0.141
O 1.973 1.713 1.498 0.284 0.880 0.805
O 1.376 -0.339 -3.052 -0.669 2.964 -0.336
O -2.227 -1.606 0.962 3.073 -0.171 -0.447
O -1.759 3.078 0.161 0.450 2.312 2.100
O -0.370 0.106 3.141 0.475 0.769 3.865
O -1.912 0.447 -2.803 -1.135 1.343 3.610
O 0.400 -2.773 -2.120 1.797 -2.360 -1.044
N 0.074 0.219 -0.156 1.102 -4.757 4.110
H 0.125 -0.745 3.209 -0.636 0.873 0.167
H 2.079 2.676 1.479 -0.221 -0.075 -0.819
H 2.177 1.803 -2.283 -0.723 0.569 -0.323
H 0.884 -3.556 -2.575 -0.543 1.855 1.487
H -1.926 3.993 0.564 0.481 -1.865 -0.499
H -2.030 2.324 1.706 -0.700 -1.374 1.168
H -0.286 0.509 0.834 0.993 -1.197 -1.673
H -0.392 -3.120 1.297 2.835 0.144 0.807
H -2.248 1.321 -2.410 0.656 -2.063 -1.250
H -0.410 0.520 4.153 0.333 -1.827 -4.009
H 1.271 3.022 -1.675 -0.786 0.794 -1.156
H 2.199 -1.740 1.139 -0.036 -0.290 -0.293
H -1.917 1.106 2.692 1.517 -1.536 0.482
H -2.036 3.248 -0.708 -0.701 0.055 -2.069
H 2.338 1.600 2.386 -0.124 -0.823 -0.063
H 0.976 -3.931 1.759 -1.286 2.515 -0.680
H 2.144 -0.835 -3.033 2.886 -1.136 -0.046
H -2.277 -2.518 0.729 0.752 -1.499 -0.590
H -0.387 -2.856 -2.634 -1.579 0.300 -0.407
H -0.270 0.897 -0.693 -2.570 2.943 -3.615
H 1.095 0.472 -0.217 -0.489 -1.105 0.467
H 0.768 -1.025 -2.937 -1.958 -1.494 0.378
H -1.699 0.602 -3.687 0.511 0.661 -2.312
H 2.856 -1.954 -0.178 0.927 -5.646 -5.544
H -0.237 -0.878 -0.438 1.263 4.173 0.933
H -3.123 -1.538 1.075 -3.843 1.622 0.862
```
Forces are in eV/Å.

Computed properties:
**Calculated total energy**: -24426.9492 eV
**Largest force on an atom**: 8.33 eV/A
**HOMO level**: -13.1 eV
**Kohn-Sham gap**: 10.23 eV
**Total charge**: +1
**LUMO energy**: -0.1074 Ha